Record 1
The following is a quantum chemistry calculation of one molecule with the formula C7H9NO2 at a distorted geometry, from the OMol25 dataset.

**F_max**: 6.43 eV Å⁻¹
**Electronic energy**: -12984.64881 eV
**HOMO energy (spin up / spin down)**: -8.241 / -8.241 eV
**Energy relative to the best compared isomer or geometry (same formula, charge and spin)**: 134.82 kcal per mole

Geometry as XYZ:
```
19
Properties=species:S:1:pos:R:3:forces:R:3
C 2.5710 -1.0872 -0.0704 3.1371 -1.4105 -0.9057
C 2.1549 1.1106 0.2689 0.8603 1.1234 -0.7750
C 1.2498 -0.8767 -0.1113 -3.0506 0.1253 0.0090
C 0.9758 0.4807 -0.0064 -2.1540 0.5637 2.0390
C -1.2365 -0.3035 0.0385 -2.4400 4.0022 -0.5285
C -2.2940 -0.0178 1.1234 -0.1864 0.6026 0.0232
C -1.8429 -0.0089 -1.3440 -0.7216 -1.8575 1.7723
N 3.1713 0.1756 0.0212 -1.5792 0.5738 1.1434
O -0.7364 -1.4753 0.1586 5.9543 -2.4339 0.0494
O -0.3020 0.8755 0.2433 1.1141 -0.5800 -0.1130
H 3.2300 -1.9469 -0.2955 -0.8667 0.5538 0.3930
H 2.4070 2.1494 0.6356 -0.5602 -1.4988 -0.7771
H -1.9602 -0.3421 2.1794 -0.6648 0.5883 -1.8248
H -3.3018 -0.3963 0.7881 1.0906 0.0990 0.7101
H -2.2880 1.0876 0.9535 -0.6568 -0.6836 1.1488
H -2.4889 -0.8920 -1.5124 0.1141 0.7274 -0.5160
H -1.0609 0.0650 -2.0191 1.4777 -0.1972 -1.6136
H -2.3463 0.9207 -1.3439 -0.8602 0.8087 0.0159
H 4.0982 0.4818 0.2927 -0.0077 -1.1067 -0.2505
```
Forces are in eV/Å.

Want to see where the charge sits? The natural (NBO) charges in e are:
1 C -0.1551
2 C -0.1121
3 C 0.2416
4 C 0.1280
5 C 0.5163
6 C -0.6370
7 C -0.6520
8 N -0.5117
9 O -0.4968
10 O -0.5126
11 H 0.2376
12 H 0.2280
13 H 0.2289
14 H 0.2133
15 H 0.2307
16 H 0.2092
17 H 0.2110
18 H 0.2096
19 H 0.4231

---

Record 2
The following is a quantum chemistry calculation of one molecule with the formula C7H9NO2 at a distorted geometry, from the OMol25 dataset.

**F_max**: 3.84 eV Å⁻¹
**Electronic energy**: -12987.15281 eV
**HOMO energy**: -10.058 eV
**Energy relative to the best compared isomer or geometry (same formula, charge and spin)**: 77.08 kcal per mole
**SMILES**: C[C@](O)(C=O)C1(C#N)CC1

Geometry as XYZ:
```
19
Properties=species:S:1:pos:R:3:forces:R:3
C 0.6687 0.0840 1.9784 1.1410 0.2428 0.9137
C 0.7941 -0.0614 0.4852 -1.6421 -1.3518 -0.5083
O 1.5534 -1.1967 0.0788 -1.2512 1.0778 0.0716
C 1.2604 1.1284 -0.1781 -1.1503 3.6468 -0.3678
O 1.9852 1.1537 -1.1316 0.6931 -0.3897 -0.3515
C -0.8723 0.0215 -0.2567 3.4409 -0.3501 0.9712
C -1.5785 1.1784 0.1526 0.0898 -0.8298 -0.4116
N -2.0430 2.1839 0.4230 -0.6683 1.0249 0.4859
C -1.2850 -1.3316 -0.6532 -0.7290 -2.4968 0.4547
C -0.8076 -0.4155 -1.6801 0.3556 0.6997 -2.4203
H 0.4331 -0.8978 2.4575 0.2204 0.9036 -0.3333
H 1.6642 0.5091 2.3701 -1.3671 -0.9408 -0.3374
H -0.0891 0.8488 2.2362 0.2559 -0.5543 -0.1634
H 1.9032 -0.9913 -0.8166 -0.0973 0.0510 0.6142
H 0.6986 2.1274 0.1385 1.1557 -1.6551 -0.2056
H -2.2664 -1.8800 -0.6598 0.7741 1.3735 0.0962
H -0.5007 -1.9804 -0.3179 0.1378 -0.6895 0.1176
H 0.0909 -0.5000 -2.3884 -0.9152 -0.0453 1.8016
H -1.6091 0.0194 -2.2379 -0.4437 0.2833 -0.4275
```
Forces are in eV/Å.

Want to see where the charge sits? The natural (NBO) charges in e are:
1 C -0.6470
2 C 0.2186
3 O -0.6954
4 C 0.3938
5 O -0.5401
6 C -0.1799
7 C 0.2711
8 N -0.3043
9 C -0.4055
10 C -0.4016
11 H 0.2425
12 H 0.2284
13 H 0.2398
14 H 0.4959
15 H 0.1386
16 H 0.2419
17 H 0.2416
18 H 0.2373
19 H 0.2242

---

Record 3
The following is a quantum chemistry calculation of one molecule with the formula C7H9NO2 at a distorted geometry, from the OMol25 dataset.

**F_max**: 2.98 eV Å⁻¹
**Electronic energy**: -12987.62268 eV
**HOMO energy**: -9.443 eV
**Energy relative to the best compared isomer or geometry (same formula, charge and spin)**: 66.24 kcal per mole
**SMILES**: O=C1/C(=N/O)[C@H]2CC[C@@H]1C2

Geometry as XYZ:
```
19
Properties=species:S:1:pos:R:3:forces:R:3
O -1.7919 -1.9561 -1.0486 1.1354 1.1478 0.3875
C -1.0473 -1.1470 -0.5203 -2.2346 -1.1085 -0.2919
C 0.3024 -0.6623 -0.9325 0.5957 -0.0489 0.9908
N 0.6407 -0.6007 -2.1268 -0.2175 -0.2529 -2.5066
O 1.8444 0.0163 -2.3907 0.3849 0.1718 0.8468
C 0.9701 -0.1601 0.3085 -1.1700 1.4564 0.8545
C 0.4561 1.3723 0.4057 -0.2470 -2.0351 -1.5908
C -1.0921 1.1159 0.5062 -0.8354 -0.1850 0.2234
C -1.2497 -0.4615 0.8347 -0.0685 0.9666 -0.9889
C 0.0924 -0.8838 1.3803 1.5993 2.0772 1.4082
H 1.9561 0.0062 -3.3491 -0.3880 -0.2273 0.1209
H 2.0338 -0.3184 0.3236 0.3560 0.0474 0.1319
H 0.8775 1.9616 1.1791 0.2926 0.1328 1.1639
H 0.8271 1.8268 -0.5236 -0.6796 0.1524 0.1105
H -1.6659 1.7062 1.2747 0.9748 -0.4659 -0.5618
H -1.6425 1.3151 -0.4502 0.6518 -0.0783 0.6949
H -2.1850 -0.6886 1.3584 0.4268 -0.2176 -0.2194
H 0.3443 -0.5315 2.4099 -0.3486 -0.0364 -0.7147
H 0.3295 -1.9105 1.3609 -0.2281 -1.4965 -0.0591
```
Forces are in eV/Å.

Want to see where the charge sits? The natural (NBO) charges in e are:
1 O -0.5004
2 C 0.5640
3 C 0.0691
4 N -0.0637
5 O -0.5600
6 C -0.2613
7 C -0.4018
8 C -0.4147
9 C -0.3218
10 C -0.4037
11 H 0.4858
12 H 0.2413
13 H 0.2148
14 H 0.2221
15 H 0.2271
16 H 0.2209
17 H 0.2425
18 H 0.2188
19 H 0.2212

---

Record 4
The following is a quantum chemistry calculation of C7H9NO2Pd as an isolated structure at a distorted geometry, from the OMol25 dataset.

**F_max**: 1.85 eV Å⁻¹
**Electronic energy**: -16467.39013 eV
**HOMO energy (spin up / spin down)**: -8.912 / -9.809 eV
**Energy relative to the best compared isomer or geometry (same formula, charge and spin)**: 0.84 kcal per mole
**2S+1**: 3

Geometry as XYZ:
```
20
Properties=species:S:1:pos:R:3:forces:R:3
Pd 1.1712 -0.1207 -0.4460 -0.0256 0.7666 0.2927
C 4.3346 0.9405 -2.0883 -0.2304 -0.2837 -0.1023
H 3.9285 1.7036 -2.7837 0.2944 -0.2283 0.7100
H 4.9153 1.3549 -1.2400 -0.5485 -0.0106 -0.5856
H 5.0114 0.3053 -2.6823 -0.3405 0.0625 0.3070
H 3.4843 0.3181 -1.6972 0.7967 0.4567 -0.3092
H 1.8526 -1.5407 -0.4980 0.1098 -0.2423 0.0492
O -0.3644 1.3502 3.0493 0.5935 -0.2079 -1.3383
C -0.1302 0.9774 1.8948 0.3395 0.9048 1.5818
O 0.9672 1.1719 1.2136 -0.5824 -0.5094 0.2453
C -1.2384 0.2390 1.2141 -0.3826 -1.0434 -0.8027
C -2.4904 0.0169 1.8194 1.5135 0.5714 -0.5759
C -3.4300 -0.6896 1.1079 0.2258 -0.1798 -0.5231
C -3.0787 -1.2019 -0.1593 0.5199 0.2636 0.1148
C -1.7948 -0.9989 -0.6892 -0.7223 0.0722 0.7196
N -0.9117 -0.2788 0.0143 -0.4894 -0.0981 0.0192
H -2.5881 0.4503 2.8042 -0.3522 -0.0971 0.0204
H -4.4105 -0.8254 1.5543 0.0389 -0.2197 -0.3335
H -3.7840 -1.7656 -0.7324 -0.3296 -0.2222 -0.1939
H -1.4439 -1.4063 -1.6555 -0.4282 0.2449 0.7046
```
Forces are in eV/Å.

Want to see where the charge sits? The natural (NBO) charges in e are:
1 Pd 0.8146
2 C -0.8449
3 H 0.2156
4 H 0.2246
5 H 0.2177
6 H 0.1868
7 H -0.2030
8 O -0.6084
9 C 0.7219
10 O -0.7421
11 C 0.1092
12 C -0.1965
13 C -0.1572
14 C -0.2378
15 C 0.0421
16 N -0.4841
17 H 0.2650
18 H 0.2308
19 H 0.2271
20 H 0.2186

---

Record 5
The following is a quantum chemistry calculation of C7H9NO2S as an isolated structure at a distorted geometry, from the OMol25 dataset.

**F_max**: 5.59 eV Å⁻¹
**Electronic energy**: -23820.37772 eV
**HOMO energy**: -9.601 eV
**Energy relative to the best compared isomer or geometry (same formula, charge and spin)**: 105.79 kcal per mole

Geometry as XYZ:
```
20
Properties=species:S:1:pos:R:3:forces:R:3
C -0.5524 -0.2527 -1.1451 -1.6184 -2.6615 -1.6617
C 0.8853 -0.1368 -0.6627 1.2910 3.0243 0.3648
C 1.6451 -1.3166 -0.4865 -1.1018 -0.6595 -0.5021
C 2.8300 -1.1804 0.3404 0.3525 1.4103 -2.1796
C 3.4603 0.0793 0.3850 -0.4106 -0.9368 3.1472
C 2.7951 1.2719 0.1505 0.6963 1.1804 -2.5076
C 1.5189 1.2076 -0.3384 -0.1178 -4.7112 -0.0344
H -2.4674 -1.5463 1.5918 4.1545 3.7440 -0.1599
H -0.5290 -0.7054 1.7144 -2.7518 -0.1879 -0.3123
H -1.1405 0.2036 -2.1217 2.2937 -0.6444 2.3050
H -0.5634 -1.4510 -1.3103 -0.9399 2.7495 0.3015
H 1.1867 -2.2938 -1.1399 1.6077 2.4124 2.6822
H 3.4671 -1.8984 0.8196 -0.4494 -1.1361 -0.3983
H 4.3096 0.1649 1.0918 -0.0004 -0.3018 -1.0121
H 3.3714 2.2465 -0.0211 -0.9458 -1.3661 1.0923
H 1.0735 2.1054 -0.5116 -1.9106 2.0746 -0.7063
N -1.6002 -0.5691 1.5392 -1.0191 -3.6011 0.3107
O -2.1113 1.6060 0.2440 1.1960 -4.4380 -0.6400
O -3.1512 -0.6652 -0.4447 3.4660 1.9657 1.3514
S -1.9313 0.0998 0.0787 -3.7923 2.0832 -1.4407
```
Forces are in eV/Å.

Want to see where the charge sits? The natural (NBO) charges in e are:
1 C -0.6611
2 C -0.0895
3 C -0.1982
4 C -0.2258
5 C -0.2032
6 C -0.2167
7 C -0.1719
8 H 0.4715
9 H 0.4325
10 H 0.2939
11 H 0.2494
12 H 0.2354
13 H 0.2310
14 H 0.2147
15 H 0.2279
16 H 0.2210
17 N -1.1089
18 O -0.9011
19 O -0.9440
20 S 2.1431

---

The lowest electronic energy belongs to which entry?
C7H9NO2S

---

Which value of electronic energy does entry 1 give?
-12984.64881 eV

---

Which of these has the highest energy relative to the best compared isomer or geometry (same formula, charge and spin)?
number 1

---

The lowest F_max belongs to which entry?
C7H9NO2Pd